(1)
Density functional theory data (ωB97M-V/def2-TZVPD) for a 2-piece molecular cluster, C6H12O overall in a non-equilibrium geometry.

Structure (XYZ):
```
19
Properties=species:S:1:pos:R:3
C 2.142 1.568 1.906
C 0.912 1.497 1.033
C 0.807 2.210 -0.083
C -1.555 -1.476 1.380
C -0.448 -0.579 0.861
C -0.128 0.549 1.482
H 2.422 2.572 2.254
H 2.003 0.976 2.813
H 3.058 1.192 1.450
H 1.617 2.861 -0.386
H -0.076 2.163 -0.712
H -2.431 -0.881 1.606
H -1.237 -2.046 2.242
H -1.878 -2.180 0.617
H -0.015 -0.881 -0.085
H -0.636 0.741 2.411
H -1.814 -3.272 -6.773
H -1.609 -2.335 -5.619
O -1.134 -2.679 -6.397
```

Computed properties:
* lowest unoccupied orbital energy: 0.9 eV
* SMILES: C=C(C)/C=C/C.O
* energy: -8462.6862 eV
* 2S+1: 1
* charge: 0
* energy relative to the best compared isomer or geometry (same formula, charge and spin): 38.5 kcal per mole
* HOMO: -9.1 eV

natural (NBO) atomic charge list, values in e, 2 entries:
1. C -0.65
2. C -0.02

---

(2)
Density functional theory data (ωB97M-V/def2-TZVPD) for a 3-piece molecular cluster, C7H10 overall.

Structure (XYZ):
```
17
Properties=species:S:1:pos:R:3
C -0.160 1.195 -1.546
C 0.090 0.405 -0.407
C 0.279 0.964 1.003
C 0.751 -0.402 1.479
C -0.115 -1.470 0.884
C -0.747 -0.812 -0.268
C 1.055 -0.933 0.108
H 0.164 2.233 -1.539
H -0.149 0.716 -2.525
H -1.755 0.862 -1.128
H -0.622 1.388 1.463
H 1.100 1.687 1.021
H 1.341 -0.627 2.360
H -0.246 -2.485 1.229
H -2.160 0.208 -0.648
H -0.940 -1.425 -1.149
H 1.836 -1.470 -0.409
```

Computed properties:
* lowest unoccupied orbital energy: 0.9 eV
* energy: -7414.1423 eV
* 2S+1: 1
* charge: 0
* energy relative to the best compared isomer or geometry (same formula, charge and spin): 158.9 kcal per mole
* HOMO: -7.2 eV

natural (NBO) atomic charge list, values in e, 2 entries:
1. C -0.62
2. C -0.05

---

(3)
Density functional theory data (ωB97M-V/def2-TZVPD) for C20H35N9PS3Tc as an isolated structure in a non-equilibrium geometry.

Structure (XYZ):
```
69
Properties=species:S:1:pos:R:3
Tc 2.159 0.490 0.324
C 3.516 -5.370 -2.262
C 3.135 -3.985 -2.771
N 3.723 -2.944 -1.950
C 3.056 -2.133 -1.159
S 3.978 -0.920 -0.220
N 1.764 -2.155 -1.016
N 1.251 -1.301 -0.140
C 0.185 -1.638 0.550
C -0.660 -2.804 0.195
C 0.027 -0.886 1.775
C -0.986 -1.144 2.702
C -0.944 -0.525 3.937
C 0.112 0.334 4.220
C 1.060 0.575 3.242
N 1.031 -0.009 2.046
H 3.088 -6.122 -2.920
H 3.144 -5.538 -1.253
H 4.597 -5.494 -2.264
H 2.055 -3.837 -2.769
H 3.519 -3.858 -3.787
H 4.734 -2.957 -1.894
H -0.330 -3.223 -0.753
H -1.703 -2.501 0.114
H -0.595 -3.579 0.960
H -1.782 -1.821 2.445
H -1.711 -0.705 4.673
H 0.204 0.797 5.188
H 1.883 1.251 3.437
N 1.019 2.794 0.785
N 1.768 3.677 1.583
C 3.060 3.435 1.865
N 3.763 4.313 2.560
S 3.813 1.990 1.366
H 0.806 3.233 -0.115
H 0.118 2.590 1.228
H 1.362 4.579 1.821
H 3.393 5.203 2.863
H 4.727 4.108 2.785
C -6.905 2.360 -0.031
C -5.841 1.385 0.286
C -6.049 0.066 0.634
C -4.941 -0.754 0.906
N -3.700 -0.282 0.814
C -3.509 0.975 0.479
S -1.940 1.588 0.361
N -4.555 1.812 0.220
C -5.098 -2.170 1.301
H -7.891 1.919 0.089
H -6.803 2.708 -1.062
H -6.824 3.234 0.620
H -7.048 -0.331 0.707
H -4.368 2.778 -0.040
H -6.139 -2.471 1.277
H -4.715 -2.311 2.311
H -4.517 -2.815 0.645
C 2.565 -0.025 -3.347
P 2.200 1.176 -2.023
C 0.504 1.675 -2.514
C 3.295 2.559 -2.487
H 2.329 0.441 -4.305
H 1.954 -0.919 -3.231
H 3.618 -0.296 -3.335
H 0.544 2.134 -3.502
H 0.030 2.360 -1.815
H -0.117 0.780 -2.575
H 3.057 2.882 -3.501
H 4.330 2.216 -2.462
H 3.194 3.403 -1.808
```

Computed properties:
* lowest unoccupied orbital energy (alpha / beta): -11.0 / -10.9 eV
* energy: -78689.1939 eV
* 2S+1: 2
* charge: +3
* energy relative to the best compared isomer or geometry (same formula, charge and spin): 0.0 kcal per mole
* HOMO (alpha / beta): -15.4 / -15.3 eV

natural (NBO) atomic charge list, values in e, 2 entries:
1. Tc 0.58
2. C -0.62

---

(4)
Density functional theory data (ωB97M-V/def2-TZVPD) for an isolated molecule of C3H5NO in a non-equilibrium geometry.

Structure (XYZ):
```
10
Properties=species:S:1:pos:R:3
C -1.221 0.556 0.331
O -0.495 0.205 -0.834
C 0.561 -0.678 -0.595
C 1.690 -0.014 0.107
N 2.545 0.523 0.671
H -1.665 1.536 0.149
H -0.568 0.630 1.210
H -2.019 -0.172 0.531
H 0.914 -1.033 -1.568
H 0.260 -1.555 -0.002
```

Computed properties:
* lowest unoccupied orbital energy: 0.8 eV
* SMILES: COCC#N
* energy: -6728.4347 eV
* 2S+1: 1
* charge: 0
* energy relative to the best compared isomer or geometry (same formula, charge and spin): 26.2 kcal per mole
* HOMO: -10.9 eV

natural (NBO) atomic charge list, values in e, 2 entries:
1. C -0.26
2. O -0.51

---

(5)
Density functional theory data (ωB97M-V/def2-TZVPD) for a 22-piece molecular cluster, C34H23Cl84NO2PS2 overall in a non-equilibrium geometry.

Structure (XYZ):
```
147
Properties=species:S:1:pos:R:3
C 3.285 -3.327 3.522
C 2.916 -2.277 4.573
O 1.874 -2.667 5.473
C 0.616 -2.828 4.897
C -0.009 -1.499 4.525
N 0.106 -0.484 5.403
C -0.390 0.739 5.167
C -1.081 1.020 4.006
O -1.622 2.232 3.762
C -0.644 3.303 3.692
C -0.089 3.457 2.276
C -1.234 0.009 3.036
C -1.994 0.348 1.805
C -3.524 0.307 2.084
C -4.243 -0.912 1.525
S -4.091 -0.980 -0.288
C -0.675 -1.258 3.321
P -0.854 -2.554 2.019
S 0.740 -2.519 0.891
H 4.281 -3.726 3.682
H 3.221 -2.875 2.538
H 2.602 -4.173 3.529
H 3.788 -2.134 5.205
H 2.722 -1.296 4.129
H 0.578 -3.499 4.041
H -0.007 -3.278 5.662
H 0.602 -0.623 6.277
H -0.247 1.514 5.904
H -1.141 4.199 4.045
H 0.203 3.120 4.354
H -0.676 4.173 1.710
H 0.942 3.781 2.383
H -0.076 2.504 1.766
H -1.782 1.359 1.481
H -1.730 -0.278 0.958
H -4.013 1.203 1.712
H -3.675 0.299 3.166
H -5.311 -0.859 1.714
H -3.904 -1.839 1.982
H -3.290 -2.033 -0.514
H -0.971 -3.798 2.632
H -1.973 -2.242 1.249
C 3.001 3.748 -0.227
Cl 1.982 5.120 -0.661
Cl 2.004 2.303 0.000
Cl 4.162 3.431 -1.503
Cl 3.842 4.104 1.303
C 8.053 5.303 -0.409
Cl 6.494 4.986 0.368
Cl 9.327 4.435 0.453
Cl 7.988 4.742 -2.084
Cl 8.391 7.035 -0.377
C -3.930 -5.306 -2.278
Cl -4.037 -7.032 -1.920
Cl -3.507 -5.076 -3.971
Cl -5.485 -4.538 -1.947
Cl -2.665 -4.581 -1.262
C -1.565 -3.054 9.094
Cl -3.071 -2.223 9.469
Cl -0.519 -3.078 10.506
Cl -1.901 -4.700 8.562
Cl -0.739 -2.184 7.769
C -0.271 -3.040 -4.995
Cl -1.211 -1.824 -4.116
Cl 1.382 -2.461 -5.215
Cl -0.258 -4.543 -4.071
Cl -1.013 -3.328 -6.571
C -4.354 3.162 5.924
Cl -3.464 1.769 6.578
Cl -3.333 4.603 6.001
Cl -4.807 2.837 4.251
Cl -5.806 3.421 6.882
C 7.566 0.764 -3.742
Cl 5.996 1.520 -3.449
Cl 8.459 0.700 -2.208
Cl 7.323 -0.862 -4.376
Cl 8.481 1.713 -4.911
C -8.689 -7.160 -2.960
Cl -9.683 -5.700 -3.020
Cl -8.079 -7.386 -1.314
Cl -9.658 -8.558 -3.427
Cl -7.325 -6.986 -4.068
C 9.936 -0.684 -7.812
Cl 10.621 -1.161 -9.367
Cl 9.600 -2.127 -6.848
Cl 11.090 0.342 -6.950
Cl 8.433 0.207 -8.081
C 7.007 -3.677 -0.870
Cl 5.475 -3.832 0.004
Cl 8.289 -4.458 0.063
Cl 6.864 -4.454 -2.450
Cl 7.397 -1.970 -1.086
C -8.002 -1.432 -0.431
Cl -9.722 -1.791 -0.534
Cl -7.277 -1.475 -2.039
Cl -7.768 0.170 0.284
Cl -7.191 -2.630 0.581
C -7.525 4.051 -1.290
Cl -9.014 4.942 -0.974
Cl -6.691 3.736 0.246
Cl -7.907 2.515 -2.074
Cl -6.475 5.003 -2.340
C -2.375 -6.604 4.669
Cl -3.833 -6.865 5.621
Cl -1.018 -7.454 5.403
Cl -2.620 -7.170 3.019
Cl -2.009 -4.860 4.633
C 9.448 -2.546 4.112
Cl 10.238 -3.831 5.025
Cl 10.529 -1.153 3.993
Cl 9.047 -3.129 2.490
Cl 7.960 -2.064 4.946
C -13.045 6.344 -1.176
Cl -11.395 6.851 -0.794
Cl -13.728 5.484 0.208
Cl -14.031 7.762 -1.532
Cl -13.012 5.275 -2.581
C -6.355 6.848 3.953
Cl -4.721 6.323 3.516
Cl -7.511 5.595 3.489
Cl -6.434 7.109 5.698
Cl -6.737 8.348 3.111
C 10.414 -6.462 7.974
Cl 10.676 -7.593 6.643
Cl 8.873 -5.628 7.737
Cl 10.380 -7.343 9.503
Cl 11.724 -5.277 8.005
C -12.962 1.113 -1.224
Cl -13.894 2.332 -0.356
Cl -11.304 1.692 -1.446
Cl -12.943 -0.389 -0.288
Cl -13.699 0.814 -2.800
C 5.825 2.558 -10.226
Cl 5.850 2.167 -8.497
Cl 7.415 2.239 -10.928
Cl 4.616 1.567 -11.041
Cl 5.432 4.264 -10.423
C 4.201 2.665 -15.197
Cl 3.836 4.331 -15.655
Cl 2.739 1.895 -14.564
Cl 4.769 1.775 -16.612
Cl 5.449 2.655 -13.950
C 7.707 7.367 -9.209
Cl 8.351 6.926 -10.793
Cl 7.365 5.900 -8.289
Cl 8.890 8.350 -8.343
Cl 6.213 8.288 -9.418
```

Computed properties:
* lowest unoccupied orbital energy: -3.8 eV
* energy: -1124045.5319 eV
* 2S+1: 1
* charge: +1
* HOMO: -11.3 eV

Mulliken atomic charge list, values in e, 2 entries:
1. C -0.93
2. C -0.05

---

(6)
Density functional theory data (ωB97M-V/def2-TZVPD) for a 2-piece molecular cluster, C5H11O2 overall in a non-equilibrium geometry.

Structure (XYZ):
```
18
Properties=species:S:1:pos:R:3
C -0.676 2.967 -0.785
C 0.445 2.550 -1.709
H -1.454 3.471 -1.295
H -1.341 2.131 -0.195
H -0.068 3.649 0.097
H 1.089 1.856 -1.218
H 1.281 3.308 -1.888
H -0.021 2.342 -2.760
C 0.258 -1.137 -0.350
C 0.219 -2.601 -0.729
C -0.113 -0.843 1.054
O -0.582 -1.764 1.761
O 0.371 0.217 1.523
H 1.318 -0.623 -0.459
H -0.353 -0.375 -0.906
H -0.727 -2.954 -0.414
H 0.886 -3.293 -0.293
H 0.274 -2.757 -1.813
```

Computed properties:
* lowest unoccupied orbital energy: 3.7 eV
* energy: -9458.0554 eV
* 2S+1: 1
* charge: -1
* energy relative to the best compared isomer or geometry (same formula, charge and spin): 45.5 kcal per mole
* HOMO: -3.6 eV

natural (NBO) atomic charge list, values in e, 2 entries:
1. C -0.61
2. C -0.63

---

(7)
Density functional theory data (ωB97M-V/def2-TZVPD) for C23H21NaO5 as an isolated structure in a non-equilibrium geometry.

Structure (XYZ):
```
50
Properties=species:S:1:pos:R:3
C -0.299 0.232 6.561
O 1.032 -0.234 6.281
C 1.285 -0.658 4.998
C 2.630 -0.981 4.723
C 3.047 -1.318 3.439
C 2.160 -1.431 2.377
C 2.682 -1.864 0.977
C 1.554 -2.404 0.187
C 1.572 -1.983 -1.178
O 2.233 -1.006 -1.581
O 0.794 -2.685 -2.039
C -0.282 -3.503 -1.439
C -1.352 -2.611 -0.866
C -0.875 -4.469 -2.498
O 0.274 -4.330 -0.453
C 1.082 -3.732 0.487
O 1.438 -4.350 1.463
C 0.800 -1.113 2.618
C 0.368 -0.733 3.903
H -0.235 0.607 7.581
H -0.633 1.027 5.879
H -1.032 -0.578 6.519
H 3.351 -0.916 5.527
H 4.094 -1.500 3.238
H 2.879 -0.833 0.464
H -0.929 -1.845 -0.203
H -1.826 -2.082 -1.688
H -2.128 -3.237 -0.405
H -0.117 -5.123 -2.961
H -1.686 -5.040 -2.017
H -1.391 -3.902 -3.272
H 0.005 -1.159 1.864
H -0.669 -0.450 4.131
C 5.185 -3.547 -1.197
Na 3.059 1.052 -1.024
C 4.194 -3.795 -0.258
C 4.016 -2.709 0.799
C 5.179 -1.791 0.349
C 5.736 -2.204 -0.878
C 6.435 -1.250 -1.677
C 6.612 0.033 -1.169
C 6.060 0.400 0.061
C 5.379 -0.515 0.872
H 5.510 -4.137 -2.070
H 3.605 -4.695 -0.213
H 4.083 -3.084 1.836
H 6.738 -1.496 -2.676
H 7.099 0.811 -1.787
H 6.200 1.405 0.445
H 5.017 -0.316 1.906
```

Computed properties:
* lowest unoccupied orbital energy: -1.2 eV
* energy: -38844.9732 eV
* 2S+1: 1
* charge: 0
* energy relative to the best compared isomer or geometry (same formula, charge and spin): 0.0 kcal per mole
* HOMO: -7.1 eV

natural (NBO) atomic charge list, values in e, 2 entries:
1. C -0.26
2. O -0.50

---

(8)
Density functional theory data (ωB97M-V/def2-TZVPD) for an isolated molecule of C3H5NO.

Structure (XYZ):
```
10
Properties=species:S:1:pos:R:3
C -0.653 -0.733 0.034
C -0.523 0.786 0.293
N 0.895 1.083 0.051
C 1.416 -0.026 -0.256
O 0.710 -1.171 -0.103
H -1.148 -1.291 0.831
H -1.132 -0.968 -0.921
H -1.062 1.377 -0.452
H -0.871 1.090 1.286
H 2.366 -0.146 -0.762
```

Computed properties:
* lowest unoccupied orbital energy: 1.0 eV
* SMILES: C1=NCCO1
* energy: -6728.8005 eV
* 2S+1: 1
* charge: 0
* energy relative to the best compared isomer or geometry (same formula, charge and spin): 17.8 kcal per mole
* HOMO: -9.6 eV

natural (NBO) atomic charge list, values in e, 2 entries:
1. C -0.10
2. C -0.29

---

(9)
Density functional theory data (ωB97M-V/def2-TZVPD) for a 4-piece molecular cluster, C27H60ClN3 overall in a non-equilibrium geometry.

Structure (XYZ):
```
91
Properties=species:S:1:pos:R:3
C 14.876 9.309 12.942
C 14.329 9.253 11.506
C 13.720 10.508 11.065
C 14.759 11.689 11.087
N 14.093 13.016 10.729
C 15.196 14.001 10.613
C 14.728 15.119 9.694
C 14.084 14.243 8.631
C 13.491 13.018 9.362
C 13.064 13.476 11.713
H 15.230 8.304 13.241
H 14.117 9.511 13.695
H 15.635 10.052 12.929
H 13.725 8.412 11.265
H 15.265 9.002 10.949
H 12.977 10.802 11.769
H 13.341 10.500 10.086
H 15.521 11.456 10.352
H 15.195 11.846 12.096
H 15.462 14.311 11.665
H 16.127 13.501 10.253
H 14.077 15.766 10.242
H 15.515 15.664 9.188
H 13.335 14.844 8.068
H 14.884 14.011 7.913
H 12.420 13.041 9.461
H 13.803 12.078 8.984
H 12.191 12.827 11.631
H 12.840 14.511 11.509
H 13.572 13.429 12.696
C 10.002 10.052 16.934
C 8.526 9.708 16.541
C 8.584 8.531 15.508
C 9.475 8.865 14.298
N 9.246 8.191 12.997
C 8.980 6.754 13.163
C 10.277 6.214 13.689
C 11.381 7.025 12.907
C 10.581 8.187 12.318
C 8.230 8.814 12.203
H 10.346 9.189 17.484
H 10.021 10.868 17.636
H 10.566 10.279 16.074
H 8.083 10.572 15.983
H 7.994 9.355 17.401
H 7.581 8.192 15.202
H 9.111 7.704 16.003
H 10.500 8.677 14.707
H 9.407 9.922 14.088
H 8.796 6.299 12.138
H 8.180 6.625 13.859
H 10.323 5.113 13.589
H 10.324 6.433 14.694
H 11.873 6.490 12.084
H 12.243 7.343 13.570
H 10.366 7.876 11.273
H 10.979 9.237 12.260
H 8.581 9.727 11.713
H 7.267 8.929 12.716
H 8.022 8.198 11.320
C 5.692 16.301 12.936
C 6.492 15.042 13.067
C 6.264 14.090 11.898
C 7.394 14.379 10.918
N 7.293 13.576 9.630
C 7.034 12.114 9.917
C 7.636 11.367 8.725
C 8.704 12.372 8.110
C 8.634 13.629 8.999
C 6.220 14.087 8.720
H 6.086 17.102 13.555
H 4.628 16.159 13.132
H 5.610 16.746 11.960
H 6.325 14.698 14.070
H 7.537 15.369 13.051
H 5.236 14.243 11.524
H 6.404 12.977 12.094
H 8.323 14.041 11.348
H 7.372 15.447 10.623
H 5.961 12.001 10.077
H 7.648 11.910 10.793
H 6.813 11.114 8.005
H 7.986 10.429 8.994
H 8.457 12.551 7.060
H 9.730 11.844 8.071
H 8.879 14.539 8.455
H 9.355 13.492 9.817
H 6.277 13.601 7.720
H 6.338 15.149 8.591
H 5.294 13.928 9.202
Cl 10.371 11.621 11.147
```

Computed properties:
* lowest unoccupied orbital energy: -3.8 eV
* energy: -45950.7361 eV
* 2S+1: 1
* charge: +2
* energy relative to the best compared isomer or geometry (same formula, charge and spin): 49.0 kcal per mole
* HOMO: -13.8 eV

Mulliken atomic charge list, values in e, 2 entries:
1. C -1.37
2. C -0.81